Computed, not measured: a 9-piece molecular cluster, C28H71N12O10 overall, with ωB97M-V with the def2-TZVPD basis set.

Spin multiplicity: 1
Total charge: -1

Each line ends with the Mulliken charge.
Positions of all 121 atoms, in Å:
C1 0.432 -0.648 2.217  -0.7688
C2 -0.878 -1.519 1.890  1.9052
C3 -1.318 -1.308 0.437  0.3337
O1 -0.893 -2.862 2.256  -0.8321
H1 0.071 0.386 2.182  0.1163
H2 1.181 -0.807 1.438  0.0881
H3 0.767 -0.839 3.236  0.2219
H4 -1.638 -1.053 2.544  -1.5896
H5 -2.203 -1.906 0.213  0.3095
H6 -0.617 -1.497 -0.387  -0.1450
H7 -1.520 -0.239 0.300  -0.3815
C4 1.911 0.432 -6.506  -1.6147
C5 2.767 -0.013 -5.314  1.3830
C6 4.001 0.918 -5.160  -1.3365
C7 3.587 2.259 -4.582  -0.6843
C8 2.962 2.070 -3.229  -1.0678
C9 1.782 1.079 -3.138  2.8309
N1 2.075 -0.068 -4.031  0.2367
O2 0.944 -0.931 -4.083  -0.4816
C10 1.444 0.576 -1.729  -3.1472
C11 0.552 1.829 -3.636  -1.3330
C12 3.343 -1.375 -5.685  -1.9547
H8 1.138 -0.323 -6.673  0.3600
H9 2.509 0.514 -7.414  0.4161
H10 1.356 1.358 -6.361  0.3497
H11 4.744 0.459 -4.501  0.3789
H12 4.550 0.944 -6.105  0.4811
H13 2.920 2.780 -5.275  0.3174
H14 4.424 2.951 -4.457  0.4164
H15 2.679 3.087 -2.944  0.2192
H16 3.681 1.749 -2.468  0.4492
H17 2.094 -0.262 -1.454  0.7433
H18 1.559 1.377 -0.998  0.3577
H19 0.449 0.156 -1.583  0.4737
H20 0.559 2.089 -4.696  0.2767
H21 -0.399 1.322 -3.464  0.3098
H22 0.402 2.807 -3.163  0.0293
H23 3.754 -1.410 -6.693  0.4183
H24 2.534 -2.106 -5.597  0.3881
H25 4.101 -1.718 -4.979  0.4274
H26 0.988 -1.383 -3.231  0.3743
C13 -1.396 2.380 0.042  -0.2159
C14 -1.659 3.633 0.946  1.7861
C15 -0.472 4.632 0.906  -1.3574
C16 -0.506 5.396 -0.434  -0.1888
C17 -1.858 6.120 -0.605  -1.2019
C18 -3.069 5.157 -0.472  1.5732
N2 -2.914 4.315 0.722  0.1463
O3 -4.004 3.424 0.855  -0.4932
C19 -4.385 5.952 -0.371  -2.0073
C20 -3.117 4.355 -1.804  -1.4564
C21 -1.613 3.138 2.412  -2.0268
H27 -0.848 2.701 -0.849  -0.5669
H28 -2.236 1.764 -0.268  0.5752
H29 -0.677 1.733 0.544  -0.4560
H30 -0.386 5.317 1.748  0.4182
H31 0.458 4.059 0.944  0.4588
H32 -0.125 4.823 -1.285  -0.1177
H33 0.320 6.119 -0.415  0.4295
H34 -1.854 6.647 -1.559  0.4628
H35 -1.897 6.831 0.223  0.3181
H36 -4.530 6.458 0.585  0.4273
H37 -4.519 6.672 -1.177  0.3924
H38 -5.225 5.253 -0.389  0.3972
H39 -3.477 4.920 -2.663  0.4768
H40 -2.133 3.964 -2.049  0.1915
H41 -3.870 3.584 -1.625  0.3641
H42 -0.592 3.055 2.783  0.3913
H43 -2.020 2.124 2.457  0.1984
H44 -2.220 3.738 3.087  0.4959
H45 -3.999 2.892 0.043  0.3856
C22 5.187 -0.720 3.938  -0.4293
C23 3.870 -0.399 4.686  0.1227
O4 3.901 -0.725 6.073  -0.5944
O5 5.210 -2.092 3.625  -0.4945
H46 5.994 -0.558 4.662  0.2491
H47 5.291 -0.003 3.122  0.3513
H48 3.069 -0.895 4.134  -0.1414
H49 3.689 0.676 4.604  0.3706
H50 3.024 -0.967 6.382  0.3283
H51 5.696 -2.283 2.821  0.2656
C24 -1.668 -4.505 -1.947  0.5671
O6 -1.802 -4.709 -0.767  -0.4551
N3 -1.185 -5.379 -2.917  -0.4347
N4 -1.834 -3.258 -2.488  -0.2750
H52 -1.279 -6.376 -2.841  0.2171
H53 -0.839 -5.040 -3.791  0.1192
H54 -1.879 -3.024 -3.457  0.1667
H55 -1.938 -2.553 -1.767  0.1616
C25 -3.127 0.528 4.994  0.5067
O7 -3.494 1.559 5.552  -0.6761
N5 -1.896 -0.006 5.156  -0.2784
N6 -3.860 -0.140 4.048  -0.1830
H56 -1.216 0.477 5.712  0.1743
H57 -1.707 -0.977 4.960  0.2422
H58 -3.437 -0.966 3.670  0.0224
H59 -4.575 0.349 3.546  0.1664
C26 -5.009 -3.278 1.192  0.7025
O8 -4.346 -4.293 1.269  -0.5452
N7 -5.027 -2.322 2.188  -0.3833
N8 -5.616 -2.875 0.034  -0.4487
H60 -5.564 -1.486 2.083  0.1644
H61 -4.255 -2.427 2.820  0.1768
H62 -5.560 -3.502 -0.746  0.2236
H63 -6.172 -2.044 0.074  0.1435
C27 2.024 -4.914 0.631  0.4432
O9 0.987 -5.584 0.663  -0.5704
N9 1.933 -3.590 0.807  -0.0386
N10 3.246 -5.426 0.307  -0.5030
H64 2.617 -2.958 0.428  0.1894
H65 1.015 -3.197 1.004  -0.0413
H66 3.257 -5.983 -0.528  0.2197
H67 4.069 -4.898 0.539  0.1571
C28 1.470 -5.180 4.296  0.5418
O10 0.470 -5.768 3.939  -0.5828
N11 1.644 -3.804 4.245  -0.1493
N12 2.510 -5.773 4.958  -0.4511
H68 0.875 -3.263 3.851  0.1308
H69 2.480 -3.384 4.602  0.1006
H70 2.359 -6.680 5.353  0.2084
H71 3.428 -5.412 4.771  0.1673



Computed, not measured: a 9-piece molecular cluster, H18O9 overall, with ωB97M-V with the def2-TZVPD basis set.

Spin multiplicity: 1
Structure (SMILES): O.O.O.O.O.O.O.O.O

Each line ends with the Mulliken charge.
Positions of all 27 atoms, in Å:
O1 2.235 2.427 0.422  -0.6665
H1 1.441 2.265 -0.072  0.3975
H2 1.906 3.174 0.919  0.2832
O2 -1.403 0.842 -2.918  -0.6192
H3 -1.128 0.857 -2.017  0.3061
H4 -2.080 0.226 -2.863  0.3065
O3 -0.966 -2.230 -2.156  -0.6429
H5 -0.614 -1.503 -1.665  0.3920
H6 -0.313 -2.510 -2.761  0.3206
O4 2.471 0.001 1.900  -0.6871
H7 2.332 0.784 1.348  0.3814
H8 1.893 -0.690 1.588  0.4110
O5 0.553 -1.861 1.671  -0.7190
H9 0.224 -2.723 1.696  0.2556
H10 0.275 -1.410 2.460  0.3187
O6 -0.308 -0.221 -0.250  -0.5872
H11 -0.744 0.289 0.398  0.3090
H12 0.085 -0.860 0.285  0.3562
O7 -0.131 -4.389 0.038  -0.6648
H13 -0.298 -3.580 -0.504  0.3640
H14 -0.942 -4.875 -0.085  0.3083
O8 -1.289 1.601 1.654  -0.6845
H15 -1.181 2.203 2.383  0.2937
H16 -1.193 2.192 0.862  0.3203
O9 -0.433 3.072 -0.558  -0.6205
H17 -0.170 2.939 -1.449  0.2999
H18 -0.222 3.985 -0.334  0.2675



Computed, not measured: a single C26H25N3O6 molecule, with ωB97M-V with the def2-TZVPD basis set.

Spin multiplicity: 1
Structure (SMILES): COc1ccc(CC(=O)Nc2ccc(-c3noc(-c4cc(OC)c(OC)c(OC)c4)n3)cc2)cc1

Each line ends with the Mulliken charge.
Positions of all 60 atoms, in Å:
C1 -0.154 1.712 -1.396  -0.8178
H1 -0.161 0.628 -1.548  0.2845
O1 0.924 2.100 -0.578  -0.5037
C2 2.187 1.778 -0.974  0.6543
C3 2.523 1.227 -2.205  -0.4713
C4 3.837 0.885 -2.474  -0.0350
C5 4.835 1.056 -1.527  0.1179
C6 4.501 1.671 -0.325  -0.6598
C7 3.201 2.033 -0.050  -0.5445
H2 2.935 2.490 0.889  0.4400
H3 5.266 1.851 0.416  0.3309
C8 6.239 0.578 -1.779  -0.9020
H4 6.772 1.289 -2.417  0.3869
C9 6.368 -0.768 -2.474  0.3038
O2 7.206 -0.964 -3.328  -0.6659
N1 5.521 -1.783 -2.126  -0.1569
C10 4.407 -1.765 -1.275  0.2116
C11 4.516 -1.356 0.052  0.0705
C12 3.385 -1.215 0.827  -0.9812
C13 2.130 -1.485 0.286  0.1880
C14 2.032 -1.999 -1.005  -0.6610
C15 3.165 -2.155 -1.773  -0.5583
H5 3.091 -2.529 -2.784  0.3930
H6 1.059 -2.245 -1.399  0.4960
C16 0.929 -1.159 1.025  0.4427
N2 0.904 -0.822 2.290  -0.7454
O3 -0.395 -0.523 2.555  -0.1679
C17 -1.077 -0.697 1.409  0.5300
N3 -0.302 -1.098 0.439  -0.2996
C18 -2.490 -0.432 1.340  -1.0821
C19 -3.153 -0.586 0.124  -0.8932
C20 -4.506 -0.322 0.051  0.6573
C21 -5.224 0.102 1.196  0.9955
C22 -4.540 0.254 2.415  1.1611
C23 -3.179 -0.015 2.472  -0.8284
H7 -2.632 0.095 3.392  0.7113
O4 -5.257 0.668 3.507  -0.4577
C24 -4.587 0.821 4.736  -0.9449
H8 -4.159 -0.124 5.083  0.3568
H9 -3.801 1.580 4.676  0.3568
H10 -5.351 1.150 5.439  0.2434
O5 -6.539 0.317 0.948  -0.4689
C25 -7.436 0.716 1.960  -0.8186
H11 -8.402 0.788 1.462  0.2757
H12 -7.495 -0.021 2.763  0.2932
H13 -7.169 1.687 2.380  0.2811
O6 -5.257 -0.434 -1.076  -0.4355
C26 -4.622 -0.857 -2.258  -0.8822
H14 -3.836 -0.159 -2.565  0.3365
H15 -4.194 -1.859 -2.149  0.3589
H16 -5.403 -0.879 -3.016  0.2283
H17 -2.584 -0.911 -0.730  0.6539
H18 3.449 -0.865 1.844  0.4828
H19 5.487 -1.127 0.460  0.5798
H20 5.580 -2.571 -2.762  0.2670
H21 6.787 0.525 -0.835  0.3670
H22 4.081 0.451 -3.434  0.4585
H23 1.771 1.047 -2.957  0.4020
H24 -1.054 2.003 -0.856  0.2404
H25 -0.131 2.224 -2.363  0.4247



The calculation returns the following E values, one per record and in order: -2518.9293, -687.9486, -1621.4255 a.u..
The calculation returns the following max |F| values, one per record and in order: 0.0759, 0.0616, 0.0252 hartree/bohr.
The calculation returns the following orbital gap values, one per record and in order: 5.276, 10.193, 8.224 eV.